Record 1
Here is a structure of composition C5H8O2 from the Open Molecules 2025 dataset. Energies are from ωB97M-V/def2-TZVPD.

Structure (XYZ):
```
15
Properties=species:S:1:pos:R:3:forces:R:3
O -2.27658 0.09344 -0.29512 0.02 0.21 -0.06
C -1.04649 -0.40446 0.19637 0.28 -0.21 0.16
C -0.00652 -0.68954 -0.91013 0.04 -0.05 -0.06
C 1.09074 0.32963 -0.52553 0.20 -0.09 -0.11
C 1.81528 -0.02774 0.74887 -0.29 -0.23 -0.10
C -0.30645 0.70585 0.94803 -0.31 0.00 -0.18
O 0.30695 1.45489 -0.02843 -0.06 0.18 -0.02
H -2.07820 0.88964 -0.80790 -0.08 -0.10 0.02
H -1.30869 -1.26446 0.81578 0.14 0.13 -0.06
H 0.36417 -1.71901 -0.89358 -0.03 0.21 -0.01
H -0.43596 -0.49348 -1.89727 0.00 0.01 0.12
H 1.77122 0.62657 -1.32988 -0.15 -0.04 0.05
H 2.10196 -1.10438 0.72627 -0.27 0.33 0.27
H 0.85776 0.31122 1.55487 0.26 -0.18 0.05
H -0.84917 1.29183 1.69764 0.25 -0.17 -0.07
```
Forces are in eV/Å.

For the orbital gap (alpha / beta), the calculation gives 8.047 / 8.049 eV. Its HOMO energy (alpha / beta) is -0.301 / -0.301 Ha.

=====

Record 2
Here is the molecule C5H8O2 from the Open Molecules 2025 dataset. Energies are from ωB97M-V/def2-TZVPD.

Structure (XYZ):
```
15
Properties=species:S:1:pos:R:3:forces:R:3
C 1.53444 1.49904 0.37856 -0.35 -0.13 -0.55
C 0.85050 0.42592 -0.02988 0.18 2.62 -1.42
C 1.51571 -0.87738 -0.35760 -0.35 -0.31 0.08
O -0.54588 0.65580 -0.41944 3.81 -2.18 2.31
C -1.17521 -0.46282 0.23866 -2.98 1.18 -1.97
C -2.59312 0.02666 -0.09226 -1.67 -2.52 0.68
O -3.42765 -0.65599 -0.66862 1.25 1.29 0.55
H 1.04952 2.45740 0.52697 -0.10 -0.16 -0.01
H 2.61893 1.50848 0.37139 -0.12 -0.29 0.46
H 2.60297 -0.76450 -0.41626 -0.28 0.22 0.04
H 1.32454 -1.61832 0.42467 -0.05 -0.08 -0.18
H 1.15580 -1.26598 -1.31395 0.01 -0.03 0.10
H -1.02901 -1.39612 -0.30946 0.24 0.00 0.33
H -1.04665 -0.53881 1.31903 0.41 0.17 -0.03
H -2.83487 1.00663 0.34818 0.00 0.22 -0.38
```
Forces are in eV/Å.

The SMILES is C=C(C)OCC=O. For the orbital gap, the calculation gives 10.377 eV. Its HOMO energy is -0.350 Ha.

=====

Record 3
Here is the molecule C5H8O2 from the Open Molecules 2025 dataset. Energies are from ωB97M-V/def2-TZVPD.

Structure (XYZ):
```
15
Properties=species:S:1:pos:R:3:forces:R:3
C -1.53126 -0.45983 -0.22389 -0.20 -0.11 -0.05
C -0.30331 0.41035 -0.06671 -0.52 -0.33 0.02
O -0.60127 1.77895 -0.15694 0.15 -0.05 -0.52
C 0.56456 0.13952 1.18514 -0.07 0.05 -0.13
C 1.62472 -0.43586 0.26066 0.33 0.53 -0.18
C 0.81734 -0.35346 -0.95345 -0.93 -0.71 -0.24
O 1.00483 -0.72120 -2.08858 -0.73 0.25 0.12
H -2.35100 -0.15087 0.42838 0.11 0.02 0.03
H -1.85232 -0.39991 -1.26955 -0.09 -0.04 0.10
H -1.28443 -1.50712 -0.02538 -0.08 0.09 -0.01
H -1.22330 1.91017 -0.88078 0.01 0.09 -0.06
H 0.88911 1.01220 1.76211 -0.28 -0.09 -0.27
H 0.10760 -0.57938 1.87167 0.12 -0.03 -0.17
H 1.79781 0.58275 -0.43140 2.13 -0.83 2.23
H 2.34092 -1.22630 0.58873 0.06 1.17 -0.86
```
Forces are in eV/Å.

The SMILES is C[C@@]1(O)CCC1=O. For the orbital gap, the calculation gives 9.708 eV. Its HOMO energy is -0.327 Ha.

=====

Record 4
Here is a structure of composition C5H8O2S from the Open Molecules 2025 dataset. Energies are from ωB97M-V/def2-TZVPD.

Structure (XYZ):
```
16
Properties=species:S:1:pos:R:3:forces:R:3
C -0.67831 0.23214 -0.15623 1.07 -1.42 -0.36
C 0.19657 -0.17136 -1.07379 0.00 -0.58 1.06
C -0.61248 -0.75594 0.92338 0.79 -2.24 1.60
C 0.58604 0.15461 -2.41890 0.20 6.64 0.76
C 0.08195 -0.16120 2.17559 -2.61 -2.03 0.38
O 0.45319 -2.97683 -0.62093 -0.81 1.35 0.07
O 2.09371 -1.52212 0.36797 -0.39 0.78 0.27
S 0.73472 -1.63941 -0.11135 -0.19 -0.38 -0.28
H -1.31284 1.03436 0.01984 -0.96 1.68 -0.59
H -1.52282 -1.46010 0.96194 1.34 1.20 0.59
H 1.50527 0.89016 -2.54525 -1.69 -1.38 0.71
H -0.26089 0.69956 -2.88602 0.57 -0.76 -0.29
H 0.88718 -0.68990 -2.80703 1.14 -4.30 -2.99
H 1.01729 0.15203 1.96612 3.30 0.58 -1.17
H 0.13933 -0.70022 3.10053 -0.01 -1.35 0.07
H -0.33889 0.69845 2.56092 -1.76 2.20 0.17
```
Forces are in eV/Å.

For the orbital gap, the calculation gives 10.928 eV. Its HOMO energy is -0.373 Ha.

=====

Record 5
Here is a cluster of 2 separate species, C5H8O2S in total from the Open Molecules 2025 dataset. Energies are from ωB97M-V/def2-TZVPD.

Structure (XYZ):
```
16
Properties=species:S:1:pos:R:3:forces:R:3
S -1.45144 -1.62082 0.40317 0.08 -0.33 -0.51
C -2.04064 -0.08305 -0.14522 -0.50 0.59 0.42
C -1.76193 1.12930 -0.44978 -1.75 0.53 0.19
C -3.25274 0.82524 -0.45937 -0.78 -2.59 -0.84
H -1.05110 -2.00225 -0.84226 -0.12 0.03 0.51
H -1.25356 2.04691 -0.47954 1.15 0.49 -0.26
H -4.05706 1.05964 0.25264 1.07 0.34 0.57
H -3.80367 0.43126 -1.34351 0.76 0.94 -0.10
C 2.65577 0.81559 0.51405 3.73 -2.86 0.83
O 2.18938 -0.44542 1.02761 -0.77 -0.61 2.29
C 1.89471 -1.50333 0.26581 -0.41 1.16 1.38
O 2.04448 -1.44190 -0.89545 0.21 -0.90 -3.06
H 2.61595 0.73342 -0.54885 0.26 0.52 -0.75
H 3.76966 0.86162 0.96505 -2.41 0.33 -1.46
H 2.08252 1.56295 0.93778 -1.24 1.49 0.70
H 1.41966 -2.36917 0.79788 0.72 0.86 0.09
```
Forces are in eV/Å.

The SMILES is SC1=CC1.COC=O. For the orbital gap, the calculation gives 9.673 eV. Its HOMO energy is -0.329 Ha.

=====

Record 6
Here is a cluster of 2 separate species, C5H8O2S in total from the Open Molecules 2025 dataset. Energies are from ωB97M-V/def2-TZVPD.

Structure (XYZ):
```
16
Properties=species:S:1:pos:R:3:forces:R:3
C -3.18684 2.40536 -0.51217 -3.34 1.49 1.60
C -2.15468 1.96933 -0.99578 4.11 -2.49 -1.46
C 1.42852 0.04478 0.12165 0.10 -1.42 -1.09
C 1.76026 0.60735 1.45946 -4.30 0.35 -1.98
C -0.33432 -1.99523 -0.97577 0.54 2.82 1.76
O -1.13509 1.42921 -1.39174 -1.93 1.33 0.56
O 1.35656 -2.37248 1.10668 -0.49 -0.88 0.96
S 1.37158 -1.75955 -0.22054 0.64 2.00 -1.15
H -4.11137 2.75182 -0.02568 1.19 -0.36 -0.69
H 1.64554 0.62518 -0.76326 -0.11 0.10 -0.18
H 1.38780 -0.04416 2.19025 -0.23 -0.95 1.33
H 1.12858 1.53438 1.48022 0.73 -0.42 0.34
H 2.73385 0.83491 1.57828 3.39 0.80 0.51
H -0.47321 -3.02741 -0.98560 -0.28 -1.71 -0.02
H -0.85612 -1.49316 -0.13214 -0.50 -0.61 -0.83
H -0.56107 -1.51034 -1.93385 0.49 -0.04 0.36
```
Forces are in eV/Å.

For the orbital gap (alpha / beta), the calculation gives 8.720 / 5.039 eV. Its HOMO energy (alpha / beta) is -0.323 / -0.284 Ha.

=====

Record 7
Here is a structure of composition C5H8O2S from the Open Molecules 2025 dataset. Energies are from ωB97M-V/def2-TZVPD.

Structure (XYZ):
```
16
Properties=species:S:1:pos:R:3:forces:R:3
C 0.00206 0.55730 -0.28902 -2.34 0.99 1.50
C 0.54518 0.07967 1.49252 -1.32 0.65 -3.88
C 1.55492 1.10320 1.86158 1.27 -2.26 -3.32
C -2.34543 -0.45911 -0.98553 1.74 0.54 1.64
C -0.87724 -0.15039 -1.37339 -0.27 0.64 2.93
O 1.24454 0.84081 -0.78277 0.94 0.22 -2.58
O 0.20844 -0.94895 1.94352 -0.03 -0.49 1.02
S -0.28273 -0.20924 -2.93879 -0.19 -0.31 -0.80
H -0.64567 1.53176 -0.06037 1.22 -1.40 -0.26
H 2.20493 1.12080 0.91041 -0.75 0.09 1.60
H 1.24529 2.06053 1.99450 -1.46 2.70 0.31
H 2.14411 0.80185 2.64521 1.26 -0.85 2.09
H -2.50850 -1.40931 -1.43602 -0.80 -0.85 -0.17
H -3.17890 0.25972 -1.24857 1.16 -0.54 0.34
H -2.18245 -0.61834 0.16112 -1.08 0.32 -1.96
H 1.17023 0.74912 -1.78158 0.64 0.55 1.54
```
Forces are in eV/Å.

For the orbital gap (alpha / beta), the calculation gives 7.447 / 5.793 eV. Its HOMO energy (alpha / beta) is -0.245 / -0.322 Ha. Its spin multiplicity is 3. As for the expectation value of S²: 2.01.

=====

Record 8
Here is a cluster of 2 separate species, C5H8O2SSi in total from the Open Molecules 2025 dataset. Energies are from ωB97M-V/def2-TZVPD.

Structure (XYZ):
```
17
Properties=species:S:1:pos:R:3:forces:R:3
C -0.08149 0.62972 2.19304 1.28 -4.77 -2.16
Si 1.49186 0.12891 1.31624 0.01 -0.54 -0.55
O 2.53805 0.77831 0.41749 -0.41 0.43 0.27
O 1.69638 -1.44787 1.67824 0.91 -0.78 -0.68
H -0.07220 1.59825 2.21416 -0.22 5.69 0.98
H -0.93083 0.31055 1.62330 -0.41 -0.31 -0.54
H -0.05735 0.05341 3.06721 -0.12 -0.25 1.69
H 2.44630 -1.83639 1.15007 -1.04 0.54 0.87
C -1.13779 -0.92888 -1.27500 1.72 -3.55 -0.52
C 0.02642 -0.31353 -1.84620 3.00 -3.72 -1.17
C -0.05994 0.97828 -2.04561 -0.57 2.33 0.68
S -1.53809 1.53426 -1.34171 -0.25 0.87 -0.54
C -2.10705 -0.04937 -0.97739 1.89 1.08 -0.34
H -1.07809 -2.09542 -1.20136 -0.75 2.43 0.28
H 1.06249 -0.83756 -2.18552 -2.91 0.84 0.96
H 0.72974 1.60923 -2.43436 -0.40 0.18 0.11
H -2.92841 -0.11190 -0.35260 -1.73 -0.47 0.68
```
Forces are in eV/Å.

The SMILES is C[Si](=O)O.c1ccsc1. For the orbital gap, the calculation gives 9.787 eV. Its HOMO energy is -0.347 Ha.